Entry from the Open Molecules 2025 dataset: a 13-piece molecular cluster, C49H119O28P3 overall in a non-equilibrium geometry (ωB97M-V/def2-TZVPD).

Computed properties:
Multiplicity: 1
Orbital gap, eV: 9.7
Energy relative to the best compared isomer or geometry (same formula, charge and spin), kcal/mol: 8.49
LUMO, eV: 0.2
Largest force on an atom, Eh/bohr: 0.067

Cartesian coordinates (Å):
C1 13.100388 1.866695 2.643553
O1 12.386399 1.144341 1.622762
P1 11.965687 -0.362821 1.813358
O2 12.000896 -0.845235 3.203679
O3 10.493035 -0.418425 1.161385
C2 9.497597 0.390563 1.688733
O4 12.963644 -1.108438 0.769777
C3 14.305499 -1.377997 1.196861
H1 14.145726 2.102829 2.444516
H2 12.958821 1.350534 3.593100
H3 12.658259 2.862401 2.677968
H4 9.043224 0.906000 0.842592
H5 9.877981 1.178451 2.338839
H6 8.706317 -0.170568 2.185813
H7 15.057650 -1.229671 0.422024
H8 14.490756 -2.402205 1.520570
H9 14.582471 -0.767789 2.056529
C4 5.358453 9.078692 -6.266875
O5 4.560817 10.033392 -5.632733
P2 4.756075 10.373950 -4.042969
O6 3.736966 11.173752 -3.329830
O7 6.295378 10.906622 -3.919123
C5 6.986602 10.976310 -2.688182
O8 4.812293 8.939368 -3.328401
C6 3.708474 8.109087 -3.518757
H10 6.395629 9.351342 -6.071863
H11 5.324660 9.186379 -7.351014
H12 5.148120 8.053580 -5.961922
H13 7.954401 10.511472 -2.876302
H14 6.535565 10.443462 -1.851082
H15 7.231105 12.021921 -2.501068
H16 3.324069 7.873620 -2.526333
H17 4.012841 7.171789 -3.984523
H18 2.889090 8.521974 -4.107181
C7 -2.899072 -5.491297 -11.345321
O9 -1.620990 -6.116822 -11.580057
P3 -0.937088 -7.109549 -10.522458
O10 0.492474 -7.469176 -10.791709
O11 -1.907435 -8.385631 -10.471848
C8 -2.046151 -9.151908 -11.641826
O12 -1.144661 -6.389745 -9.056785
C9 -0.727571 -6.995207 -7.826623
H19 -3.260772 -5.869982 -10.389349
H20 -3.650933 -5.648839 -12.118603
H21 -2.766991 -4.417982 -11.208759
H22 -1.290428 -9.937240 -11.626404
H23 -1.849966 -8.510913 -12.501329
H24 -3.043038 -9.584436 -11.556702
H25 0.046095 -6.482246 -7.255295
H26 -0.401460 -8.011466 -8.047874
H27 -1.634932 -7.081657 -7.228858
C10 0.242312 1.674049 2.332800
O13 1.415193 1.482225 1.534726
C11 1.184696 0.644187 0.369414
C12 1.213700 -0.906973 0.821284
O14 1.297771 -1.778818 -0.330621
C13 1.153750 -3.109620 0.114163
H28 0.418903 2.433252 3.094727
H29 -0.210452 0.747650 2.686212
H30 -0.557751 2.155190 1.770224
H31 1.985999 0.844859 -0.341740
H32 0.310143 0.901619 -0.228066
H33 0.314096 -1.015890 1.427049
H34 2.070614 -1.062362 1.476771
H35 2.002400 -3.384198 0.740673
H36 1.170076 -3.814822 -0.716799
H37 0.167840 -3.279495 0.546858
C14 1.605227 12.643546 2.799318
O15 0.797289 11.593282 3.241947
C15 0.337559 10.777133 2.156766
C16 -0.637784 11.503070 1.237710
O16 -1.925712 11.415301 1.847415
C17 -2.970661 11.762139 0.883631
H38 2.484698 12.342482 2.230117
H39 1.966722 13.290592 3.598538
H40 1.097575 13.353323 2.146154
H41 -0.158399 9.897864 2.567899
H42 1.238836 10.372410 1.696331
H43 -0.650247 10.890101 0.336472
H44 -0.314590 12.499182 0.935363
H45 -3.069299 11.062471 0.053663
H46 -2.874501 12.762231 0.460952
H47 -3.785029 11.820299 1.605796
C18 3.970742 -15.590270 2.263840
O17 4.015440 -14.184304 1.983608
C19 3.971199 -14.000007 0.552146
C20 4.254482 -12.502255 0.175029
O18 3.208943 -11.630321 0.554450
C21 3.076475 -11.214489 1.905366
H48 4.010147 -15.762632 3.339407
H49 4.763525 -16.142700 1.759447
H50 2.972440 -15.995707 2.099194
H51 3.058418 -14.386642 0.098878
H52 4.751868 -14.577057 0.056507
H53 4.356625 -12.382545 -0.903554
H54 5.221837 -12.233906 0.599647
H55 2.855490 -12.031086 2.592697
H56 2.308721 -10.457459 2.065226
H57 4.040857 -10.841565 2.250352
C22 -5.394709 -1.752409 4.091823
O19 -4.792672 -3.008420 3.923419
C23 -4.040286 -3.530924 5.075685
C24 -4.855700 -3.758469 6.353232
O20 -5.963083 -4.639234 6.274367
C25 -5.593657 -6.003685 6.194297
H58 -5.981903 -1.596850 3.186784
H59 -4.670883 -0.942950 4.186512
H60 -6.095299 -1.772470 4.926612
H61 -3.250537 -2.804959 5.268983
H62 -3.540064 -4.439869 4.741511
H63 -5.202004 -2.803849 6.749303
H64 -4.241725 -4.034468 7.210521
H65 -5.079845 -6.203294 7.134646
H66 -5.008977 -6.327231 5.333167
H67 -6.480509 -6.635817 6.239239
C26 -6.263062 -8.521683 -0.989931
O21 -7.651336 -8.524023 -1.105099
C27 -8.096129 -9.257632 -2.251336
C28 -9.600139 -9.411734 -2.333889
O22 -10.181838 -8.222146 -2.856859
C29 -11.547089 -8.317524 -3.177488
H68 -5.781269 -9.480091 -1.183422
H69 -6.008379 -8.331157 0.052635
H70 -5.873552 -7.795458 -1.703350
H71 -7.674560 -10.262795 -2.247492
H72 -7.881136 -8.760797 -3.197401
H73 -10.003926 -9.753113 -1.380727
H74 -9.803433 -10.250056 -3.000210
H75 -11.964513 -7.386657 -3.561351
H76 -12.148520 -8.594516 -2.311666
H77 -11.673807 -9.118250 -3.906108
C30 4.009137 -0.863864 -9.214987
O23 4.687169 -0.916337 -7.986202
C31 3.962198 -0.529529 -6.826822
C32 4.053402 1.011811 -6.549391
O24 5.245818 1.618133 -6.062824
C33 6.327914 1.355949 -6.893363
H78 3.047141 -1.367406 -9.119530
H79 4.578587 -1.390963 -9.980496
H80 3.816121 0.191911 -9.405200
H81 4.365460 -1.017341 -5.939403
H82 2.951829 -0.912021 -6.971536
H83 3.240933 1.229339 -5.856073
H84 3.643945 1.608442 -7.364542
H85 6.710921 0.337404 -6.956380
H86 7.110524 1.948454 -6.419505
H87 6.272104 1.581242 -7.958362
C34 -6.206094 5.307674 0.501185
C35 -6.285066 5.966150 1.848716
C36 -7.653196 5.570579 2.357125
O25 -8.414434 5.569527 1.172988
C37 -7.633668 5.505586 -0.048860
H88 -5.905245 4.263033 0.580607
H89 -5.558711 5.826409 -0.205868
H90 -6.154980 7.047211 1.798935
H91 -5.510376 5.612471 2.529068
H92 -7.962005 6.330594 3.074841
H93 -7.668980 4.565708 2.779137
H94 -7.765430 6.399932 -0.657863
H95 -7.858732 4.637248 -0.668094
C38 -5.575911 3.419179 10.525392
C39 -4.217394 4.015780 10.259358
C40 -3.630022 3.025901 9.287429
O26 -4.731288 2.470670 8.593669
C41 -6.011204 2.862378 9.185542
H96 -6.270992 4.130443 10.971577
H97 -5.509467 2.576416 11.213463
H98 -3.645348 4.321944 11.135228
H99 -4.354412 4.912784 9.655450
H100 -3.143836 2.261948 9.894160
H101 -2.976055 3.548052 8.589015
H102 -6.691064 2.016856 9.290411
H103 -6.556551 3.690993 8.733795
C42 -3.751125 -2.060858 -4.652995
C43 -4.197153 -0.969759 -3.780940
C44 -5.401058 -0.603037 -4.559491
O27 -5.959041 -1.840423 -5.039811
C45 -4.964373 -2.854925 -4.862425
H104 -3.017497 -2.683695 -4.141177
H105 -3.338176 -1.710692 -5.599013
H106 -3.450282 -0.181421 -3.687086
H107 -4.454497 -1.420432 -2.822418
H108 -5.083747 0.061285 -5.363290
H109 -5.992117 -0.034817 -3.841243
H110 -4.880100 -3.599960 -5.653583
H111 -5.167893 -3.492070 -4.001770
C46 1.475333 8.006281 10.683598
C47 1.698589 7.787943 9.216277
C48 2.623943 6.588166 9.212000
O28 2.120288 5.822496 10.335528
C49 1.833396 6.681454 11.394644
H112 0.439681 8.341698 10.738450
H113 2.077824 8.788765 11.144920
H114 2.128290 8.668527 8.738770
H115 0.795737 7.537265 8.659396
H116 3.695822 6.774887 9.277682
H117 2.575839 6.039805 8.271212
H118 2.600816 6.801056 12.159405
H119 1.023156 6.279683 12.003079

Cartesian forces (eV/Å) of the 6 atoms listed first:
-0.7 0.7 0.3
0.6 0.8 0.0
0.0 -0.9 0.0
0.3 0.2 -0.5
2.7 -1.2 -0.6
-1.2 1.4 -0.1

Atom charges from the Löwdin analysis, given in e for atoms 1 to 99:
1. C -0.09
2. O -0.22
3. P 0.41
4. O -0.24
5. O -0.20
6. C -0.13
7. O -0.21
8. C -0.11
9. H 0.09
10. H 0.08
11. H 0.08
12. H 0.09
13. H 0.09
14. H 0.10
15. H 0.09
16. H 0.09
17. H 0.08
18. C -0.12
19. O -0.21
20. P 0.46
21. O -0.23
22. O -0.23
23. C -0.11
24. O -0.23
25. C -0.14
26. H 0.09
27. H 0.09
28. H 0.09
29. H 0.09
30. H 0.09
31. H 0.09
32. H 0.09
33. H 0.09
34. H 0.09
35. C -0.08
36. O -0.22
37. P 0.44
38. O -0.25
39. O -0.24
40. C -0.11
41. O -0.24
42. C -0.09
43. H 0.08
44. H 0.09
45. H 0.09
46. H 0.09
47. H 0.09
48. H 0.09
49. H 0.09
50. H 0.08
51. H 0.09
52. C -0.11
53. O -0.19
54. C -0.15
55. C -0.17
56. O -0.18
57. C -0.13
58. H 0.09
59. H 0.08
60. H 0.08
61. H 0.11
62. H 0.11
63. H 0.10
64. H 0.12
65. H 0.09
66. H 0.08
67. H 0.09
68. C -0.14
69. O -0.17
70. C -0.18
71. C -0.22
72. O -0.19
73. C -0.08
74. H 0.09
75. H 0.09
76. H 0.07
77. H 0.13
78. H 0.12
79. H 0.12
80. H 0.11
81. H 0.08
82. H 0.08
83. H 0.09
84. C -0.11
85. O -0.19
86. C -0.19
87. C -0.18
88. O -0.19
89. C -0.10
90. H 0.08
91. H 0.09
92. H 0.08
93. H 0.12
94. H 0.11
95. H 0.12
96. H 0.12
97. H 0.07
98. H 0.08
99. H 0.08



Entry from the Open Molecules 2025 dataset: C3H8N2S in the gas phase in a non-equilibrium geometry (ωB97M-V/def2-TZVPD).

Computed properties:
Structure (SMILES): CCNC(N)=S
Multiplicity: 1
Orbital gap, eV: 8.8
Energy relative to the best compared isomer or geometry (same formula, charge and spin), kcal/mol: 0.00
LUMO, eV: 0.7
Largest force on an atom, Eh/bohr: 0.020

Cartesian coordinates (Å):
C1 1.614609 -0.164148 0.667336
C2 0.793477 -0.498681 -0.565750
N1 -0.592194 -0.838974 -0.286358
C3 -1.610011 0.023723 -0.097426
N2 -1.317408 1.349904 -0.196614
S1 -3.167552 -0.511159 0.204528
H1 2.646488 0.114846 0.384821
H2 1.212150 0.695919 1.230896
H3 1.650386 -1.015957 1.333035
H4 1.223953 -1.331370 -1.080462
H5 0.808953 0.315918 -1.314304
H6 -0.837051 -1.809862 -0.198224
H7 -2.055106 1.981483 0.032968
H8 -0.370692 1.688362 -0.114440

Cartesian forces (eV/Å) of the 6 atoms listed first:
0.4 0.8 0.0
-0.4 0.9 -0.3
0.2 0.1 0.0
-0.2 0.1 0.0
0.4 -0.4 0.0
0.2 0.1 0.0

And the natural (NBO) charges, in e, turn out to be:
1. C -0.62
2. C -0.23
3. N -0.60
4. C 0.30
5. N -0.81
6. S -0.30
7. H 0.22
8. H 0.20
9. H 0.22
10. H 0.21
11. H 0.19
12. H 0.42
13. H 0.42
14. H 0.39